Below is a 2-piece molecular cluster, CH5NO4S overall at a distorted geometry, with properties calculated with wB97M-V/def2-TZVPD.

Each line ends with the natural charge from an NBO analysis.
Geometry (Å):
C  0.793746  -1.186349  0.538185  0.195
N  -1.029258  -0.025994  0.372725  -1.029
O  1.442633  1.442291  0.786183  -0.927
O  3.161684  -0.239401  0.187502  -0.947
O  1.725836  0.492358  -1.474815  -0.868
O  0.694675  -2.089597  -0.250354  -0.538
S  1.823226  0.269217  0.103306  2.249
H  0.910039  -1.191967  1.660699  0.166
H  -1.481946  -0.425881  1.243917  0.397
H  -0.496002  0.849016  0.543152  0.405
H  -1.623101  0.130298  -0.415816  0.397
H  2.304025  -0.050927  -1.857948  0.500

Cartesian forces (eV/Å) of the 3 atoms listed first:
C 0.8 -0.7 -0.9
N 0.7 0.4 2.3
O -0.8 1.2 0.5

Summary:
net charge: 0
ΔE to the lowest compared entry with this formula, charge and spin: 186.5 kJ/mol
LUMO level: 0.447 eV
HOMO level: -10.20 eV
gap between HOMO and LUMO: 10.65 eV
SMILES: O=CS(=O)(=O)O.N
calculated total energy: -794.938740 Eh

Below is C23H20Cl2N4O3S in the gas phase, with properties calculated with wB97M-V/def2-TZVPD.

Each line ends with the natural charge from an NBO analysis.
Geometry (Å):
C  1.300486  -5.052215  4.491536  -0.410
N  0.533782  -3.974790  3.917336  -0.422
C  0.279645  -3.927611  2.572179  0.405
N  -0.436837  -2.882718  2.144483  -0.501
C  -0.733494  -2.786146  0.862538  0.078
C  -0.345107  -3.711465  -0.087586  -0.320
C  0.391023  -4.805574  0.349079  -0.144
C  0.707833  -4.928829  1.684763  -0.328
H  1.290616  -5.768146  2.025565  0.215
H  0.722691  -5.557420  -0.353574  0.213
H  -0.601992  -3.581905  -1.126273  0.221
H  -1.309469  -1.910529  0.591437  0.197
C  0.458454  -2.751103  4.675520  -0.257
H  -0.191724  -2.083115  4.109878  0.256
H  0.015952  -2.948434  5.657217  0.198
C  1.851180  -2.109455  4.884079  -0.079
O  2.677672  -2.224439  3.747128  -0.504
C  2.305503  -1.626693  2.579288  0.306
C  1.417582  -0.560969  2.470949  -0.240
C  1.088388  -0.063827  1.227189  -0.167
C  1.631917  -0.609978  0.066747  -0.114
C  2.556407  -1.646974  0.185018  -0.157
C  2.890675  -2.144860  1.423622  -0.256
H  3.589045  -2.961262  1.524072  0.225
H  2.993915  -2.086517  -0.697905  0.211
C  1.208970  -0.115273  -1.230259  0.152
N  0.149315  0.670675  -1.352790  -0.287
N  0.029684  0.953080  -2.656591  -0.434
C  1.003004  0.351263  -3.385566  -0.012
C  1.784254  -0.348170  -2.508185  -0.312
H  2.651061  -0.930656  -2.740913  0.232
H  1.043423  0.488847  -4.446278  0.237
S  -1.311481  1.916235  -3.100380  2.329
O  -2.426336  1.050027  -3.278327  -0.888
O  -0.920463  2.725225  -4.207232  -0.903
C  -1.429143  2.892544  -1.589924  -0.377
C  -2.515363  2.833687  -0.724669  -0.007
C  -2.519891  3.593856  0.441737  -0.226
C  -1.442268  4.405926  0.740219  -0.159
C  -0.353147  4.473324  -0.111754  -0.238
C  -0.351636  3.713637  -1.272783  0.013
Cl  1.002289  3.783348  -2.313893  0.066
H  0.495204  5.098819  0.112447  0.237
H  -1.447839  4.991375  1.646470  0.227
H  -3.371079  3.532155  1.099552  0.236
Cl  -3.863237  1.840789  -1.061198  0.079
H  0.385444  0.749512  1.133072  0.226
H  0.968600  -0.122657  3.348142  0.210
H  1.735714  -1.065273  5.199870  0.178
H  2.403954  -2.644325  5.661425  0.191
H  1.231778  -4.983793  5.576464  0.205
H  0.881868  -6.011402  4.185568  0.207
H  2.357204  -5.014497  4.203818  0.192

Cartesian forces (eV/Å) of the 3 atoms listed first:
C 0.0 0.0 -0.2
N 0.0 0.0 0.4
C -0.3 -0.1 -0.5

Summary:
net charge: 0
LUMO level: 0.143 eV
HOMO level: -7.74 eV
gap between HOMO and LUMO: 7.88 eV
SMILES: CN(CCOc1ccc(-c2ccn(S(=O)(=O)c3c(Cl)cccc3Cl)n2)cc1)c1ccccn1
calculated total energy: -2651.722482 Eh

Below is C6H11HfI2OP as an isolated structure at a distorted geometry, with properties calculated with wB97M-V/def2-TZVPD.

Each line ends with the natural charge from an NBO analysis.
Geometry (Å):
C  -1.635442  2.843163  1.911027  -0.693
C  -0.901307  1.781649  1.130911  -0.108
I  0.306905  2.525950  -0.357453  0.677
C  -0.994218  0.446622  1.320324  -0.496
I  -2.227566  -0.358935  2.877475  0.392
P  0.152053  -0.763605  0.338797  0.551
C  0.925433  -2.279313  -1.021988  -0.151
C  2.078564  -1.507201  -1.623833  -0.059
C  1.884002  -0.558358  -2.706468  -0.064
O  2.304333  -0.220727  -1.250264  -0.427
H  -1.841497  2.534857  2.935066  0.254
H  -2.577880  3.050123  1.390084  0.287
H  -1.079001  3.778674  1.936357  0.306
H  1.298079  -0.770547  1.138975  0.175
H  -0.739536  -1.838851  0.545115  0.109
H  0.087500  0.132604  -0.827660  0.180
H  1.201219  -3.064304  -0.307887  0.287
H  0.183099  -2.626697  -1.745854  0.285
H  2.948708  -2.195996  -1.644032  0.358
H  0.974036  0.010124  -2.865300  0.218
H  2.719076  -0.281414  -3.341661  0.291
Hf  -5.066559  -0.637819  2.168272  1.628

Cartesian forces (eV/Å) of the 3 atoms listed first:
C 0.0 -0.1 -0.1
C -0.3 -0.2 0.4
I 0.1 0.0 -0.3

Summary:
net charge: +4
LUMO level: -17.953 eV
HOMO level: -23.09 eV
gap between HOMO and LUMO: 5.14 eV
calculated total energy: -1293.013760 Eh

Below is a 2-piece molecular cluster, CH3FO2 overall at a distorted geometry, with properties calculated with wB97M-V/def2-TZVPD.

Each line ends with the natural charge from an NBO analysis.
Geometry (Å):
C  2.936883  0.302282  -0.639851  0.722
O  3.131291  1.288590  -0.102268  -0.506
O  -0.366804  -0.335711  0.371729  -0.950
F  2.502341  -0.704408  0.071401  -0.333
H  2.943801  0.052511  -1.683072  0.119
H  0.457907  0.179749  0.358810  0.472
H  -1.140820  0.268625  0.521087  0.476

Cartesian forces (eV/Å) of the 3 atoms listed first:
C -0.9 -2.0 -1.2
O 1.3 4.3 1.3
O -0.8 0.7 0.1

Summary:
net charge: 0
ΔE to the lowest compared entry with this formula, charge and spin: 56.5 kJ/mol
LUMO level: 0.824 eV
HOMO level: -11.50 eV
gap between HOMO and LUMO: 12.33 eV
SMILES: O=CF.O
calculated total energy: -290.234076 Eh

Below is C21H24Cl2N2O as an isolated structure at a distorted geometry, with properties calculated with wB97M-V/def2-TZVPD.

Each line ends with the natural charge from an NBO analysis.
Geometry (Å):
C  -0.297521  -1.940739  0.444560  -0.399
N  -0.589931  -0.938999  -0.593112  -0.466
C  -0.034810  -0.684926  -1.838161  0.746
O  -0.495610  0.059721  -2.614364  -0.619
C  0.953972  -1.919977  -2.342964  -0.420
C  2.121163  -1.430886  -1.406177  -0.072
C  2.600640  -0.189782  -1.464440  -0.128
C  3.795243  0.365121  -1.067055  -0.279
C  4.396018  -0.499110  -0.161995  0.062
C  3.988622  -1.855907  0.095403  -0.099
C  2.761169  -2.015122  -0.571104  -0.187
H  2.350540  -3.123683  -0.548683  0.188
Cl  4.745718  -3.093785  1.071697  0.061
Cl  5.866513  0.084601  0.839413  -0.082
H  4.208237  1.320050  -1.206313  0.248
H  2.121388  0.583458  -2.180109  0.213
H  0.695998  -2.939281  -1.930073  0.222
H  1.044350  -1.681527  -3.184415  0.186
C  -1.532271  0.221487  -0.158479  0.064
C  -2.972266  -0.454915  0.468410  -0.043
C  -3.466692  -0.456024  1.562509  -0.265
C  -4.739762  -0.962766  2.140501  -0.142
C  -5.362274  -1.613097  1.080023  -0.307
C  -4.950003  -1.735741  -0.104646  -0.168
C  -3.694310  -1.006383  -0.851675  -0.098
H  -3.241857  -1.192777  -1.635128  0.163
H  -5.445368  -2.488444  -1.038348  0.206
H  -6.254352  -2.037694  1.254635  0.214
H  -5.060741  -1.042814  3.113716  0.222
H  -2.831372  0.025661  2.492839  0.188
C  -0.895249  1.063500  0.916901  -0.233
N  0.294214  1.449234  0.300049  -0.425
C  1.367132  1.894173  1.435071  -0.281
C  1.813863  3.119301  0.997030  -0.431
H  1.267189  3.947292  1.585151  0.202
H  2.943618  3.570453  1.238657  0.219
C  1.497141  3.341304  -0.631464  -0.367
H  2.215937  2.842051  -0.796345  0.185
H  1.353453  4.403631  -0.796272  0.221
C  0.035294  2.703538  -0.416196  -0.302
H  0.011359  2.108003  -1.346253  0.263
H  -0.818633  3.306794  0.036312  0.201
H  2.053652  1.078280  1.399423  0.201
H  0.885341  1.710973  2.460506  0.196
H  -0.762531  0.382026  1.750574  0.184
H  -1.431517  1.691550  1.293837  0.166
H  -1.755250  0.645712  -0.917871  0.170
H  0.758523  -1.868633  0.840268  0.210
H  -1.070395  -1.888171  1.045455  0.213
H  -0.443560  -2.856730  -0.061314  0.199

Cartesian forces (eV/Å) of the 3 atoms listed first:
C 4.5 0.9 -4.2
N -1.5 3.2 0.6
C -0.7 -7.0 2.2

Summary:
net charge: 0
ΔE to the lowest compared entry with this formula, charge and spin: 1845.2 kJ/mol
LUMO level: -0.159 eV
HOMO level: -8.63 eV
gap between HOMO and LUMO: 8.47 eV
calculated total energy: -1919.076437 Eh

Below is a 2-piece molecular cluster, C5H9NO2S overall at a distorted geometry, with properties calculated with wB97M-V/def2-TZVPD.

Each line ends with the Löwdin spin population.
Geometry (Å):
C  -1.553290  0.449967  -0.661600  0.579
C  -1.411504  -0.788774  -1.104769  0.359
C  -0.049539  -0.519425  2.027875  0.006
C  2.056052  1.106130  -0.455043  0.003
C  0.458694  0.528804  1.135342  0.005
N  1.409891  0.177831  0.332000  0.020
O  -1.273169  -1.203901  -2.473206  0.136
O  -1.225528  -1.852762  -0.290647  0.115
S  -2.179462  1.885100  -0.551890  0.761
H  0.450387  -1.398776  1.662844  0.000
H  -1.061844  -0.872033  1.844424  0.002
H  0.043789  -0.363222  3.112203  0.000
H  1.778153  0.947352  -1.555918  0.001
H  1.611723  2.193196  -0.264402  0.000
H  3.189330  1.175723  -0.345047  0.001
H  0.000323  1.457451  1.322772  0.003
H  -1.575799  -0.460593  -3.015243  0.001
H  -0.668208  -2.462067  -0.719694  0.007

Cartesian forces (eV/Å) of the 3 atoms listed first:
C -1.1 0.3 0.3
C 1.1 -2.2 -2.0
C -0.7 -1.7 0.2

Summary:
net charge: 0
spin multiplicity: 3
ΔE to the lowest compared entry with this formula, charge and spin: 0.0 kJ/mol
LUMO level (alpha / beta): 0.483 / -1.670 eV
HOMO level (alpha / beta): -7.29 / -9.36 eV
gap between HOMO and LUMO (alpha / beta): 7.78 / 7.69 eV
calculated total energy: -799.174026 Eh

Below is C4H8ClOP in the gas phase at a distorted geometry, with properties calculated with wB97M-V/def2-TZVPD.

Each line ends with the natural charge from an NBO analysis.
Geometry (Å):
C  -0.943777  0.691524  -0.112471  -0.377
C  0.445973  1.171531  0.249943  -0.525
C  -1.384155  -0.752504  0.410060  -0.740
C  1.462850  0.226333  -0.227219  0.300
O  1.686432  0.453217  -1.545681  -0.690
P  -0.364410  -2.168717  -0.236085  0.304
Cl  2.865701  -0.223031  0.743825  -0.037
H  -1.582341  1.516399  0.210766  0.210
H  -1.078472  0.746670  -1.145958  0.204
H  0.431083  2.107067  -0.347408  0.241
H  0.576047  1.185862  1.363147  0.228
H  -1.236517  -0.815032  1.504332  0.222
H  -2.497919  -0.906993  0.151512  0.240
H  2.202568  -0.252835  -1.886577  0.489
H  -0.583068  -2.979487  0.867807  -0.069

Cartesian forces (eV/Å) of the 3 atoms listed first:
C -1.1 -1.3 1.7
C -0.2 -0.7 1.2
C -0.7 1.2 -0.1

Summary:
net charge: 0
ΔE to the lowest compared entry with this formula, charge and spin: 415.6 kJ/mol
LUMO level (alpha / beta): -0.575 / 0.180 eV
HOMO level (alpha / beta): -7.61 / -8.01 eV
gap between HOMO and LUMO (alpha / beta): 7.04 / 8.19 eV
calculated total energy: -1033.876598 Eh

Below is a 2-piece molecular cluster, C5H11NO overall, with properties calculated with wB97M-V/def2-TZVPD.

Each line ends with the natural charge from an NBO analysis.
Geometry (Å):
C  -1.480123  -0.638772  -1.183571  -0.613
C  -1.131000  0.252262  0.004035  -0.400
C  0.265260  0.877456  -0.077140  -0.034
C  0.557284  1.756369  1.133357  -0.602
N  1.289550  -0.152120  -0.158169  -0.570
C  1.748157  -0.900787  -0.983011  0.870
O  2.276686  -1.675416  -1.694330  -0.526
H  -1.333515  -0.111132  -2.133998  0.204
H  -0.862812  -1.543513  -1.200235  0.211
H  -2.526099  -0.957689  -1.139189  0.219
H  -1.852501  1.076546  0.078640  0.207
H  -1.203459  -0.317966  0.939398  0.206
H  0.321945  1.488213  -0.989560  0.191
H  -0.149755  2.591555  1.177402  0.212
H  0.464057  1.171324  2.054852  0.212
H  1.572323  2.160439  1.085303  0.220
H  1.053208  -2.178194  1.454981  -0.001
H  0.990789  -2.898581  1.631238  -0.004

Cartesian forces (eV/Å) of the 3 atoms listed first:
C 0.0 0.0 0.0
C 0.0 0.0 0.0
C -0.2 0.2 0.0

Summary:
net charge: 0
ΔE to the lowest compared entry with this formula, charge and spin: 125.8 kJ/mol
LUMO level: 0.914 eV
HOMO level: -10.24 eV
gap between HOMO and LUMO: 11.15 eV
SMILES: CC[C@@H](C)N=C=O.[H][H]
calculated total energy: -327.083436 Eh